{"formula": "C3H2ClNO2", "method": "ωB97M-V/def2-TZVPD", "elements": ["C", "C", "C", "N", "O", "O", "Cl", "H", "H"], "positions_angstrom": [[-1.017951, 1.258072, 0.063193], [-0.442233, 0.841452, -1.160778], [0.179073, -1.074144, 0.546388], [-0.295461, 0.026698, -0.008405], [-1.606244, 1.883365, 0.879509], [-0.119626, 0.856436, -2.301199], [0.622995, -2.381359, -0.434006], [0.059391, -1.251260, 1.604551], [2.620056, -0.159260, 0.810747]], "atomic_forces_ev_per_a": [[-0.376, 0.103, 1.084], [0.459, -0.366, -0.680], [0.267, -0.386, 0.429], [-0.145, 0.325, -0.385], [-0.097, 0.314, -0.007], [-0.051, 0.091, -0.300], [0.091, -0.104, -0.116], [-0.013, 0.061, -0.060], [-0.135, -0.038, 0.036]], "lumo_ev": [-0.857, -1.736], "mol_weight_g_mol": 119.5, "homo_ev": [-8.54, -10.85], "orbital_gap_ev": [7.68, 9.12], "e_above_lowest_ev": 5.925, "e_tot_ev": -21244.840}